Entry 1:
C18H24FN2O8S | the ωB97M-V functional and the def2-TZVPD basis

Element x y z (Å)
S: 4.285 0.088 -1.285
F: 1.763 -0.424 -0.484
O: 0.533 0.240 2.002
O: 0.626 2.793 0.892
O: 1.999 2.784 -0.927
O: 2.844 -1.541 1.945
O: 4.863 1.406 -1.434
O: 5.116 -1.040 -0.861
O: 4.602 -0.102 1.649
O: 1.444 0.929 4.001
N: 2.455 1.334 0.818
N: 2.568 1.375 2.141
C: 1.228 3.967 -1.421
C: 5.504 -0.927 2.431
C: 6.804 -0.194 2.274
C: 1.908 4.334 -2.718
C: 3.411 -0.648 1.345
C: 2.034 -1.198 5.041
C: 3.072 -1.513 -5.440
C: 4.412 -1.611 -3.429
C: 2.835 0.131 0.160
C: 1.585 2.369 0.283
C: 4.089 -2.111 -4.691
C: 2.697 0.087 -3.647
C: 1.180 5.107 -0.443
C: 0.185 0.286 5.933
C: 1.408 0.800 2.645
C: 2.378 -0.418 -4.914
C: 0.919 -0.243 4.724
C: 3.708 -0.532 -2.907
H: 7.052 -0.123 1.208
H: 7.625 -0.693 2.789
H: 1.910 3.496 -3.425
H: 5.222 -2.049 -2.853
H: -0.090 -0.545 6.582
H: 1.403 5.187 -3.181
H: 4.649 -2.969 -5.068
H: 2.816 -1.914 -6.424
H: 5.544 -1.947 2.027
H: 2.835 -0.679 5.585
H: -0.735 0.781 5.612
H: 2.196 5.415 -0.163
H: 2.178 0.958 -3.244
H: 1.579 0.045 -5.503
H: 1.666 -2.023 5.658
H: 2.449 -1.629 4.118
H: 6.693 0.821 2.667
H: 0.191 -0.734 4.066
H: 0.206 3.599 -1.601
H: 0.792 1.001 6.492
H: 0.666 5.967 -0.887
H: 0.637 4.787 0.452
H: 2.954 4.614 -2.534
H: 5.134 -0.940 3.464

- Spin multiplicity: 1
- SMILES: CCOC(=O)[C@@](F)(N(/N=C(\[O-])OC(C)C)C(=O)OC(C)C)S(=O)(=O)c1ccccc1
- Orbital gap: 7.08 eV
- Total charge: -1
- E_LUMO: 2.6738 eV
- ΔE to the lowest compared entry with this formula, charge and spin: 0.0 kcal per mole

Entry 2:
C3H4O3 | the ωB97M-V functional and the def2-TZVPD basis

Element x y z (Å)
O: -0.749 -0.374 1.948
O: 0.440 0.193 -2.488
O: -0.859 -0.788 0.588
C: -0.006 -0.027 -0.164
C: 0.789 0.938 0.285
C: 0.045 -0.500 -1.580
H: -1.664 -0.525 2.238
H: 1.398 1.480 -0.427
H: -0.250 -1.557 -1.741
H: 0.856 1.160 1.341

- Spin multiplicity: 1
- SMILES: C=C(C=O)OO
- Orbital gap: 9.80 eV
- E_LUMO: 0.2543 eV
- ΔE to the lowest compared entry with this formula, charge and spin: 102.3 kcal per mole